# 1
Molecular formula: C11H14BNO2
Method: DFT, ωB97M-V with the def2-TZVPD basis set

XYZ file:
```
29
C11H14BNO2, DFT ωB97M-V with the def2-TZVPD basis set
C 1.204 -0.136 -2.267
C 1.796 -0.075 -0.889
N 3.104 -0.492 -0.802
C 3.680 -0.377 0.373
C 2.993 -0.010 1.556
C 1.659 0.385 1.500
C 1.034 0.358 0.196
C -0.383 0.566 0.117
C -1.481 -0.245 0.347
B -1.254 -1.708 0.861
O -0.189 -2.477 0.454
O -2.354 -2.267 1.474
C -2.750 0.377 0.211
C -2.413 1.652 -0.580
C -0.868 1.891 -0.341
H 1.207 -1.166 -2.724
H 0.165 0.332 -2.164
H 1.720 0.519 -2.959
H 4.763 -0.822 0.503
H 3.504 0.141 2.479
H 0.992 0.657 2.331
H -0.281 -3.389 0.706
H -2.355 -3.138 1.815
H -3.597 -0.105 -0.277
H -3.230 0.500 1.226
H -2.709 1.439 -1.696
H -2.845 2.637 -0.310
H -0.696 2.751 0.294
H -0.416 2.203 -1.436
```

Energy relative to the best compared isomer or geometry (same formula, charge and spin) = 0.000 eV
SMILES = Cc1ncccc1C1=C(B(O)O)CCC1
Total charge = 0
Molar mass = 203.05 g mol⁻¹
E_tot = -657.69658 Ha
LUMO level = 0.28 eV

# 2
Molecular formula: C11H14Br15INO3P
Method: DFT, ωB97M-V with the def2-TZVPD basis set

XYZ file:
```
46
C11H14Br15INO3P, DFT ωB97M-V with the def2-TZVPD basis set
C -2.061 -2.188 0.842
C -1.097 -2.073 -0.425
Br -1.205 -3.686 -1.598
C 0.434 -1.723 -0.062
Br 1.239 -2.905 1.304
C 0.652 -0.146 0.247
O 1.819 0.280 0.177
O -0.504 0.621 0.522
C -0.253 1.702 1.441
Br 0.623 3.296 0.560
C -1.729 2.238 1.891
C -1.875 3.825 1.852
O -1.484 4.621 2.713
I -2.889 4.686 0.093
P 0.665 1.220 3.035
N -0.239 0.448 4.107
H -1.575 -2.671 1.758
H -2.354 -1.131 1.151
H -2.970 -2.846 0.596
H -1.475 -1.179 -1.043
H 1.023 -1.903 -1.030
H -2.477 1.814 1.130
H -2.021 1.892 2.934
H 1.250 2.446 3.534
H 1.784 0.362 2.723
H 0.214 -0.468 4.243
C -4.677 6.717 3.831
Br -4.781 7.628 5.539
Br -6.132 5.457 3.595
Br -4.561 7.968 2.354
H -3.753 6.141 3.832
C 2.913 -6.141 3.672
Br 3.137 -4.243 4.007
Br 1.838 -6.473 2.093
Br 4.617 -7.062 3.590
H 2.369 -6.551 4.520
C 2.660 -1.511 -4.121
Br 2.536 -0.588 -2.423
Br 1.190 -2.751 -4.350
Br 2.812 -0.281 -5.612
H 3.575 -2.099 -4.100
C 2.501 -0.492 -9.920
Br 1.041 -1.146 -8.825
Br 3.578 0.822 -8.983
Br 3.583 -1.941 -10.619
H 2.056 0.013 -10.775
```

Energy relative to the best compared isomer or geometry (same formula, charge and spin) = 0.000 eV
Total charge = 0
Molar mass = 1564.68 g mol⁻¹
E_tot = -39957.13082 Ha
LUMO level = -0.53 eV

# 3
Molecular formula: C11H14Br2ClN2O3
Method: DFT, ωB97M-V with the def2-TZVPD basis set

XYZ file:
```
33
C11H14Br2ClN2O3, DFT ωB97M-V with the def2-TZVPD basis set
N 2.548 0.283 1.742
C 1.517 -0.688 1.425
O 1.358 -1.609 2.196
C 0.545 -0.638 0.188
C 0.265 0.833 -0.360
C -1.070 1.391 0.281
C -2.303 0.642 0.009
C -3.585 1.076 0.604
C -4.839 0.194 0.297
O -5.349 0.094 -0.774
O -5.352 -0.550 1.376
C -3.590 2.302 1.439
Cl -5.114 2.883 2.126
C -2.300 2.979 1.648
N -1.120 2.514 1.088
H 3.122 0.554 0.938
H 2.194 1.086 2.263
H 0.913 -1.240 -0.695
H -0.403 -1.162 0.513
H 1.109 1.549 -0.146
H 0.095 0.862 -1.470
H -2.258 -0.258 -0.655
H -4.764 -1.331 1.474
H -2.242 3.901 2.280
H -0.257 3.023 1.286
Br 3.569 -0.301 -1.502
C 4.346 -1.760 -2.539
C 3.449 -2.971 -2.534
Br 3.558 -3.926 -0.841
H 5.333 -1.952 -2.124
H 4.452 -1.364 -3.549
H 3.773 -3.688 -3.288
H 2.401 -2.729 -2.695
```

Total charge = +1
Molar mass = 417.50 g mol⁻¹
E_tot = -6370.71261 Ha
LUMO level = -5.11 eV

# 4
Molecular formula: C11H14BrOP
Method: DFT, ωB97M-V with the def2-TZVPD basis set

XYZ file:
```
28
C11H14BrOP, DFT ωB97M-V with the def2-TZVPD basis set
C -1.177 -2.162 -2.438
C -0.726 -2.636 -1.225
C -1.722 -3.201 -0.270
C -1.258 -3.673 0.971
C 0.107 -3.845 1.303
C 1.042 -3.186 0.614
C 0.743 -2.512 -0.725
O 1.116 -1.107 -0.665
P 1.327 -0.229 0.729
Br 3.620 -0.249 0.689
C 1.031 1.278 -0.231
C 1.052 2.533 0.231
C 0.592 3.687 -0.764
C 1.751 2.917 1.438
H -0.458 -1.503 -2.967
H -2.066 -2.522 -2.794
H -2.741 -3.133 -0.467
H -1.929 -4.039 1.747
H 0.342 -4.303 2.187
H 2.007 -3.389 1.012
H 1.426 -2.933 -1.419
H 0.520 1.101 -1.093
H 0.153 3.212 -1.676
H 0.075 4.550 -0.265
H 1.406 4.180 -1.259
H 2.755 3.327 1.199
H 1.950 2.073 2.145
H 1.329 3.849 1.919
```

Energy relative to the best compared isomer or geometry (same formula, charge and spin) = 0.276 eV
SMILES = C=C1C=CC=C[C@@H]1OP(Br)C=C(C)C
Total charge = 0
Molar mass = 273.11 g mol⁻¹
E_tot = -3418.06696 Ha
LUMO level = -0.22 eV